(1)
{"formula": "C17H19BN6O3Zn", "method": "the ωB97M-V functional and the def2-TZVPD basis", "species": ["Zn", "O", "O", "O", "N", "N", "N", "N", "N", "N", "C", "C", "C", "C", "C", "C", "C", "C", "C", "C", "C", "C", "C", "C", "C", "C", "C", "B", "H", "H", "H", "H", "H", "H", "H", "H", "H", "H", "H", "H", "H", "H", "H", "H", "H", "H", "H"], "xyz": [[-0.566886, 0.442063, -0.794111], [-1.865480, 2.787102, 2.438912], [-2.011081, 0.849881, 0.406553], [-3.909351, -0.179602, 1.060648], [0.162360, 2.274113, -3.059562], [1.346308, 0.078866, -3.016523], [1.004229, -0.305384, -1.706053], [-1.523412, -0.190794, -2.381755], [-1.079687, 0.101754, -3.663452], [-0.212385, 2.194554, -1.719315], [0.074683, 4.359701, -2.245597], [-2.252739, -0.679462, 3.542746], [-2.592942, -0.994051, -2.469138], [1.913541, -1.197250, -1.285406], [-2.838759, -1.257449, -3.829659], [0.348929, 3.574582, -3.368921], [-2.261617, 0.414995, 2.687519], [-0.919062, 0.570736, 5.134528], [2.486648, -0.550927, -3.358147], [-1.878899, -0.536000, -4.543826], [0.008094, -3.326900, 1.854229], [2.885395, -1.360064, -2.293486], [-1.512761, -0.638158, 4.732606], [-1.731778, 1.643184, 3.142446], [-1.097851, 1.733854, 4.392666], [-0.244204, 3.444897, -1.219622], [-2.810226, 0.320908, 1.286030], [0.277229, 0.916656, -3.831968], [-0.421251, -3.052533, 0.889135], [-0.332773, 0.631211, 6.048328], [0.664741, 3.880483, -4.356805], [-0.781825, -3.693361, 2.515042], [-0.533002, 3.639999, -0.202330], [-1.418170, -1.536188, 5.348933], [0.750264, -4.106124, 1.667765], [2.945972, -0.375401, -4.323589], [0.475353, -2.457378, 2.313792], [-3.126247, -1.298362, -1.582876], [1.782097, -1.686436, -0.338977], [-1.704390, -0.430598, -5.605609], [-2.805131, -1.570054, 3.237892], [-2.218677, 2.591344, 1.534318], [0.541247, 1.054623, -4.977725], [0.121866, 5.440004, -2.149025], [-0.765907, 2.723087, 4.719921], [3.747151, -1.990832, -2.220430], [-3.597417, -1.902985, -4.209402]], "atomic_forces_ev_per_a": [[0.107, 1.125, 0.497], [0.181, -1.835, 0.534], [0.535, 0.149, -0.053], [1.911, 0.600, 0.347], [-0.722, -0.204, 1.236], [-0.745, -0.443, 0.990], [1.277, -1.007, -0.391], [-3.328, -1.927, -0.585], [-1.192, -1.204, -1.687], [0.184, 1.351, -0.109], [0.207, -0.424, 0.165], [-0.355, 0.396, -1.222], [1.872, 1.470, 0.448], [0.037, 0.859, -1.831], [-0.822, -0.578, 0.486], [-0.307, 0.149, 0.465], [-0.535, -1.417, 0.267], [0.312, 1.578, -0.072], [-0.351, -0.120, 0.652], [2.668, 2.021, 0.373], [-0.065, -0.041, -0.108], [-0.409, 0.057, 0.275], [-0.125, -0.138, 0.166], [-0.282, 2.016, -1.094], [0.583, -0.517, 1.243], [0.096, -0.428, -2.003], [-1.966, -1.102, -0.253], [0.972, 0.681, 1.002], [-0.118, 0.054, 0.037], [-0.236, -0.114, -0.095], [-0.090, -0.102, 0.080], [0.158, -0.064, -0.173], [0.059, -0.054, 0.101], [-0.024, 0.346, -0.187], [-0.106, 0.103, 0.226], [-0.103, -0.095, 0.168], [0.121, 0.000, -0.008], [-0.059, -0.072, 0.024], [0.231, 0.003, 0.228], [-0.087, -0.098, 0.048], [0.313, 0.173, 0.076], [0.203, 0.009, 0.502], [0.027, -0.087, -0.068], [0.063, -0.351, -0.175], [0.031, -0.464, -0.004], [0.236, -0.061, -0.168], [-0.358, -0.193, -0.349]], "charge": 2, "lumo_ev": [-10.7, -9.6], "total_energy_ha": -3017.07194, "homo_lumo_gap_ev": [4.13, 5.37], "max_force_ev_per_a": 3.890, "spin_multiplicity": 1, "homo_energy_ha": [-0.5465, -0.5504]}

***

(2)
{"formula": "C10H11NOS", "method": "the ωB97M-V functional and the def2-TZVPD basis", "species": ["S", "O", "N", "C", "C", "C", "C", "C", "C", "C", "C", "C", "C", "H", "H", "H", "H", "H", "H", "H", "H", "H", "H", "H"], "xyz": [[2.893932, -1.165123, -0.227757], [-0.674215, 1.532249, 1.183367], [1.881089, 1.114934, 0.223489], [-0.150234, -1.902327, 0.254129], [-1.554974, -2.239911, 0.211750], [-2.583418, -1.412257, 0.392771], [3.230309, 1.265087, 0.197936], [3.918482, 0.161201, -0.128720], [-0.965286, 1.100424, -1.273796], [-2.321429, 0.095713, 0.534704], [-0.994328, 0.646589, 0.178953], [1.521832, -0.101060, 0.168927], [0.234049, -0.579938, 0.105966], [-1.795945, -3.309889, 0.220894], [0.032135, 1.393283, -1.662168], [0.689707, -2.588828, 0.290869], [-1.425820, 0.242379, -1.875133], [-3.674837, -1.662106, 0.344947], [-2.916659, 0.782983, -0.004531], [3.692831, 2.188593, 0.233432], [5.000497, 0.100985, -0.257584], [-0.065264, 2.167216, 0.831773], [-2.330979, 0.362842, 1.605695], [-1.641484, 1.806955, -1.549919]], "atomic_forces_ev_per_a": [[-0.578, -0.670, 0.191], [-0.539, 0.622, 0.201], [0.117, 2.123, 1.169], [1.165, 3.494, -0.938], [-0.774, -2.002, 0.860], [-0.513, 2.220, -1.013], [-0.435, -0.820, -1.065], [1.433, -0.215, 0.277], [1.182, -2.547, -0.673], [0.520, -1.312, 1.691], [3.538, -3.007, -1.718], [2.629, -1.324, -1.425], [-5.654, -1.052, 1.818], [0.150, 0.292, -0.286], [-0.586, -0.401, 0.289], [-0.564, -0.641, 0.100], [1.230, 0.592, 0.690], [1.370, -0.316, 0.218], [-1.821, 0.161, -0.307], [0.513, 1.876, 0.338], [-0.488, -0.104, 0.039], [0.928, 0.485, -0.128], [-0.841, -0.289, -0.184], [-1.982, 2.836, -0.144]], "charge": 0, "lumo_ev": -0.1, "total_energy_ha": -915.75083, "homo_lumo_gap_ev": 7.77, "e_above_lowest_ev": 2.7232, "max_force_ev_per_a": 6.031, "spin_multiplicity": 1, "homo_energy_ha": -0.2902, "smiles": "C[C@@]1(O)CC=CC=C1c1nccs1"}